Record 1
A cluster of 8 separate species, C66H141N7O8 in total in a non-equilibrium geometry, computed with ωB97M-V/def2-TZVPD.

Charge: 0
Highest occupied orbital energy (eV): -7.797
Relative energy (zero: lowest compared OMol25 entry of this formula, charge and spin) (eV): 2.745
Gap between HOMO and LUMO (eV): 8.4
SMILES string: CC1(C)CCCC(C)(C)N1O.CC1(C)CCCC(C)(C)N1O.CC1(C)CCCC(C)(C)N1O.CC1(C)CCCC(C)(C)N1O.CC1(C)CCCC(C)(C)N1O.CC1(C)CCCC(C)(C)N1O.CC1(C)CCCC(C)(C)N1O.CC(C)O
LUMO level (eV): 0.554

CARTESIAN COORDINATES (ANGSTROEM)
C -0.70196 -2.15091 -0.83678
C -0.45867 -0.70357 -0.47294
C 0.80902 -0.40988 0.30494
O -0.47755 0.10576 -1.60947
H -0.02327 -2.32628 -1.67148
H -1.70534 -2.40626 -1.17758
H -0.44061 -2.76543 0.02470
H -1.32081 -0.37521 0.10757
H 0.87391 -0.90957 1.27148
H 1.07079 0.62801 0.51077
H 1.67840 -0.77504 -0.24182
H 0.06479 0.88071 -1.44541
C 3.82462 -3.04303 3.77211
C 5.09241 -2.14557 3.77166
C 5.50328 -1.67671 2.31956
C 4.66873 -0.47645 1.80691
C 4.60991 0.70641 2.80065
C 4.23531 0.30609 4.23427
N 5.01646 -0.91352 4.66100
O 4.61044 -1.32368 5.91160
C 4.67087 1.45354 5.15998
C 2.65663 0.16002 4.42514
C 6.25008 -2.94478 4.27200
H 3.50534 -3.20118 4.80223
H 4.04927 -3.96990 3.24433
H 3.02888 -2.53966 3.22299
H 6.58638 -1.61613 2.21314
H 5.30544 -2.48847 1.61957
H 3.64233 -0.83235 1.71778
H 4.97727 -0.28914 0.77841
H 3.81095 1.28548 2.33757
H 5.53176 1.28212 2.88351
H 5.74178 1.41982 5.36028
H 4.43554 2.41095 4.69513
H 4.15051 1.31260 6.10732
H 2.23642 1.15567 4.28305
H 2.18294 -0.55491 3.75239
H 2.36226 -0.08914 5.44463
H 7.18653 -2.40122 4.14668
H 6.33198 -3.85134 3.67238
H 6.17729 -3.16517 5.33700
H 5.45144 -1.39724 6.36866
C -4.63001 -1.57968 -0.61568
C -4.74235 -2.00954 -2.07508
C -4.01806 -0.91051 -2.89931
C -3.76035 -1.29588 -4.36475
C -2.92648 -2.61538 -4.31591
C -3.50564 -3.81046 -3.52446
N -4.05290 -3.36562 -2.22656
O -4.48339 -4.41518 -1.45438
C -4.56374 -4.55906 -4.35933
C -2.27561 -4.67825 -3.23902
C -6.17290 -2.10675 -2.58117
H -5.36109 -2.13470 -0.02782
H -4.80063 -0.50709 -0.52334
H -3.63603 -1.83594 -0.24902
H -4.70320 -0.06283 -2.88804
H -3.09799 -0.64735 -2.37747
H -3.34724 -0.42732 -4.87763
H -4.71841 -1.40649 -4.87267
H -1.89706 -2.38209 -4.04393
H -2.86345 -2.88916 -5.36908
H -5.24799 -5.15462 -3.75502
H -5.02963 -3.81866 -5.00960
H -4.13326 -5.30896 -5.02299
H -1.91884 -5.10955 -4.17432
H -1.45114 -4.22969 -2.68481
H -2.57014 -5.55605 -2.66385
H -6.32383 -2.28782 -3.64537
H -6.64444 -1.15148 -2.35047
H -6.77316 -2.95511 -2.25243
H -3.87282 -4.36971 -0.71496
C 3.24740 3.04459 -0.45263
C 2.97744 3.72033 -1.81226
C 4.32194 4.04250 -2.44664
C 5.00401 2.88578 -3.14799
C 4.10446 2.25117 -4.15691
C 2.78608 1.75026 -3.48242
N 2.16857 2.84492 -2.68871
O 0.94379 2.57832 -2.14437
C 1.84895 1.33687 -4.62531
C 3.13957 0.46192 -2.67920
C 2.25078 5.09290 -1.60572
H 2.38917 2.60959 0.05954
H 3.60227 3.79182 0.25717
H 3.88460 2.16100 -0.41601
H 4.10752 4.78185 -3.21832
H 4.94730 4.47412 -1.66514
H 5.30338 2.20207 -2.35362
H 5.95830 3.20745 -3.56508
H 4.61723 1.40071 -4.60622
H 3.83847 2.99314 -4.90979
H 1.62138 2.16840 -5.29230
H 2.21226 0.45456 -5.15222
H 0.95992 0.94523 -4.13100
H 3.56525 -0.44280 -3.11322
H 3.79685 0.69807 -1.84236
H 2.21320 0.09879 -2.23415
H 1.94672 5.56953 -2.53764
H 2.89839 5.82454 -1.12260
H 1.39007 4.91290 -0.96161
H 0.37423 3.14140 -2.67366
C -0.45394 6.27264 1.40167
C -1.23723 5.09518 2.10978
C -1.13462 3.94251 1.08458
C -1.56738 2.57918 1.62036
C -0.65729 2.35930 2.85408
C -0.73598 3.42254 3.93892
N -0.61270 4.75797 3.36955
O -0.67318 5.69749 4.37097
C -2.07703 3.21495 4.67424
C 0.43127 3.20703 4.94155
C -2.65493 5.48219 2.22966
H 0.46215 5.92110 0.92701
H -0.33192 7.07365 2.13077
H -0.99623 6.61394 0.51989
H -1.64892 4.08215 0.13375
H -0.12418 3.81470 0.69628
H -1.31770 1.81434 0.88499
H -2.62182 2.67078 1.88087
H 0.39947 2.27568 2.60037
H -0.86957 1.44007 3.40002
H -2.24925 4.02383 5.38428
H -3.01307 3.10834 4.12600
H -1.96987 2.31259 5.27621
H 1.34843 3.25660 4.35464
H 0.45318 3.90844 5.77560
H 0.41419 2.20952 5.38061
H -3.02823 5.77181 1.24738
H -2.76952 6.29969 2.94146
H -3.28659 4.69917 2.64915
H 0.25851 5.90114 4.48092
C -2.78673 2.67368 -2.66781
C -2.76519 3.26156 -4.10836
C -4.28084 3.39481 -4.52026
C -5.13379 4.59815 -4.04655
C -4.27043 5.88152 -4.19455
C -2.81856 5.83660 -3.55460
N -2.11979 4.67167 -4.07483
O -0.74412 4.61026 -3.92572
C -2.13817 7.16279 -3.90511
C -2.95367 5.73645 -1.99106
C -2.07216 2.26105 -5.09393
H -2.94783 1.60000 -2.76448
H -3.67255 3.03133 -2.14292
H -1.85530 2.91479 -2.15555
H -4.37180 3.25306 -5.59717
H -4.80734 2.46781 -4.29318
H -5.49060 4.47209 -3.02435
H -6.02248 4.68119 -4.67219
H -4.86539 6.67450 -3.74143
H -4.22024 6.05311 -5.26979
H -1.12568 7.12559 -3.50315
H -1.95630 7.26964 -4.97450
H -2.64494 8.04014 -3.50319
H -3.82303 5.11532 -1.77542
H -2.10601 5.27093 -1.48820
H -3.00657 6.67444 -1.43836
H -1.15756 1.83787 -4.67855
H -1.73711 2.68595 -6.04013
H -2.70373 1.41786 -5.37365
H -0.52531 5.26008 -4.59762
C -0.91022 -1.71839 3.12549
C -1.51464 -2.10176 4.49552
C -1.88685 -0.78714 5.27289
C -3.24512 -0.10335 4.92624
C -4.28675 -1.23685 4.96277
C -3.99392 -2.49740 4.14598
N -2.66007 -3.06733 4.48726
O -2.42103 -4.24489 3.80236
C -4.91713 -3.58570 4.71174
C -4.19444 -2.25669 2.69382
C -0.30098 -2.80817 5.14877
H -0.35822 -0.77960 3.08004
H -1.56175 -1.65190 2.25418
H -0.21227 -2.46243 2.74161
H -1.78191 -1.00886 6.33493
H -1.07793 -0.07897 5.09336
H -3.20053 0.37188 3.94630
H -3.59387 0.63629 5.64693
H -5.30674 -0.94490 4.71277
H -4.26881 -1.54518 6.00810
H -4.80529 -4.55303 4.22200
H -4.84555 -3.82840 5.77197
H -5.95684 -3.25858 4.70206
H -3.61885 -2.98527 2.12288
H -5.21910 -2.39315 2.34807
H -3.89171 -1.25948 2.37441
H 0.59473 -2.20541 5.29872
H 0.10953 -3.67599 4.63256
H -0.54050 -3.11450 6.16705
H -2.63594 -4.92490 4.44502
C 4.64414 -3.63018 -3.33945
C 4.31931 -4.39960 -1.98945
C 3.55108 -3.36611 -1.21264
C 2.68265 -3.94701 -0.10151
C 1.67906 -4.88836 -0.67546
C 2.39381 -6.08330 -1.40207
N 3.38874 -5.49122 -2.34330
O 3.99560 -6.42021 -3.17361
C 3.02279 -6.98786 -0.37478
C 1.32987 -6.82033 -2.19197
C 5.57584 -4.86822 -1.18662
H 4.88051 -4.34008 -4.13208
H 5.45129 -2.90839 -3.21449
H 3.83466 -3.01952 -3.73938
H 4.23358 -2.68679 -0.70195
H 2.95640 -2.70373 -1.84169
H 2.19717 -3.16705 0.48506
H 3.32321 -4.50895 0.57821
H 1.04210 -4.41085 -1.42001
H 1.19098 -5.18455 0.25306
H 3.75931 -6.53322 0.28774
H 2.26631 -7.48783 0.23009
H 3.63448 -7.77558 -0.81460
H 1.73303 -7.71969 -2.65750
H 0.63998 -7.18351 -1.43023
H 0.74146 -6.28579 -2.93771
H 5.70750 -4.21568 -0.32351
H 6.52460 -4.80617 -1.71964
H 5.48899 -5.90439 -0.85966
H 3.60243 -6.13496 -4.00164

Record 2
A cluster of 13 separate species, C66H145N7O18P in total in a non-equilibrium geometry, computed with ωB97M-V/def2-TZVPD.

Charge: +3
Highest occupied orbital energy (eV): -11.645
Gap between HOMO and LUMO (eV): 4.4
LUMO level (eV): -7.266

CARTESIAN COORDINATES (ANGSTROEM)
C -8.59869 15.32525 -19.81394
C -9.96989 15.87466 -19.67701
O -10.32420 16.45804 -18.61726
N -10.89399 15.77304 -20.84097
H -10.72986 16.40011 -21.61553
H -10.73941 14.80936 -21.10083
C -12.33272 16.05770 -20.53496
H -7.89138 15.50762 -19.00489
H -8.06060 15.48380 -20.74851
H -8.62145 14.23624 -19.85420
H -12.83756 15.49202 -21.31806
H -12.44093 17.13996 -20.60635
H -12.56643 15.77060 -19.50975
C -13.97008 16.10847 -12.28503
C -14.36319 17.34480 -13.16407
O -13.66176 17.82973 -14.05258
N -15.51620 18.17486 -12.73778
H -15.63387 17.99806 -11.75036
H -15.34425 19.14630 -12.95417
C -16.77699 17.85956 -13.60349
H -13.03778 16.27691 -11.74602
H -13.89894 15.22617 -12.92111
H -14.74703 15.95763 -11.53557
H -17.29265 16.97008 -13.24154
H -16.62536 17.76396 -14.67865
H -17.43306 18.65875 -13.25856
C -19.40647 15.22970 -7.52448
C -18.67586 14.15150 -8.31838
O -17.82020 13.51910 -7.77516
N -18.93683 13.95172 -9.85511
H -19.02153 12.95813 -10.01540
H -19.87697 14.23312 -10.09398
C -17.99697 14.82416 -10.82105
H -19.09033 15.00668 -6.50545
H -20.49439 15.16434 -7.50891
H -19.09440 16.24352 -7.77523
H -16.94290 14.56641 -10.71808
H -18.19445 15.88048 -10.63857
H -18.36003 14.62531 -11.82939
C -16.79192 11.46922 -21.70659
C -15.39438 11.95806 -21.34466
C -15.07697 11.56877 -19.90636
C -13.58285 12.02937 -19.53298
N -13.13077 11.81929 -18.04424
C -12.80189 10.32860 -17.77276
C -11.64665 10.23127 -16.71890
C -10.97134 11.56549 -16.81894
C -11.69975 12.35805 -17.81239
C -14.15754 12.22027 -16.89466
H -17.50176 12.18341 -21.28929
H -17.18999 10.49870 -21.41038
H -16.99827 11.41617 -22.77557
H -15.43323 13.03880 -21.48098
H -14.61366 11.58454 -22.00728
H -15.12802 10.52757 -19.58793
H -15.72514 12.11998 -19.22507
H -13.38252 13.09440 -19.65001
H -12.75909 11.51024 -20.02291
H -13.75112 9.85898 -17.51484
H -12.57237 9.94074 -18.76522
H -12.08297 10.00755 -15.74542
H -10.93604 9.41713 -16.86140
H -11.11644 12.10959 -15.88567
H -9.91108 11.54770 -17.07116
H -11.78671 13.43256 -17.65122
H -11.14400 12.37647 -18.74988
H -13.85902 11.80791 -15.93085
H -15.11389 11.73899 -17.09925
H -14.41630 13.26268 -17.08050
C -14.09398 22.47086 -22.31741
C -14.13804 21.35111 -21.28023
C -15.48784 21.23237 -20.49791
C -15.35007 20.20012 -19.32980
N -16.71319 19.85558 -18.60190
C -16.48444 18.77913 -17.55901
C -17.93973 18.14293 -17.39344
C -18.66694 18.39653 -18.65431
C -17.77755 19.25689 -19.60125
C -17.22018 21.02101 -17.82000
H -13.29091 22.35120 -23.04464
H -13.75834 23.37973 -21.81801
H -14.99374 22.68182 -22.89535
H -13.31241 21.41017 -20.57104
H -13.92234 20.38406 -21.73454
H -16.34008 21.03403 -21.14788
H -15.90530 22.19042 -20.18812
H -14.74754 20.44005 -18.45373
H -15.00717 19.32697 -19.88489
H -15.96059 18.97432 -16.62329
H -15.89431 18.01558 -18.06579
H -18.39586 18.77923 -16.63504
H -17.92675 17.12112 -17.01419
H -19.63324 18.88545 -18.53055
H -18.87900 17.42502 -19.10075
H -18.27721 20.11625 -20.04839
H -17.16412 18.69185 -20.30306
H -16.35912 21.47589 -17.33036
H -17.85615 20.79804 -16.96330
H -17.75192 21.73420 -18.44985
C -13.34904 7.67265 -9.97458
C -14.30142 8.78479 -9.52078
C -15.46735 9.12683 -10.49225
C -15.13701 9.91215 -11.76284
N -16.18832 10.34230 -12.85942
C -17.09188 11.44906 -12.29805
C -18.38128 11.43570 -13.23040
C -18.58330 9.92324 -13.52432
C -17.29280 9.28378 -13.16058
C -15.40668 10.93483 -14.07069
H -12.43141 7.54382 -9.40060
H -13.12935 7.67608 -11.04221
H -13.77025 6.66774 -9.94534
H -13.64236 9.64320 -9.39089
H -14.65265 8.39496 -8.56539
H -16.18045 9.67817 -9.87937
H -16.04130 8.24742 -10.78433
H -14.40122 9.28768 -12.26953
H -14.68478 10.86160 -11.47625
H -16.50074 12.35268 -12.14934
H -17.40913 11.03204 -11.34225
H -18.03555 11.97096 -14.11475
H -19.22121 11.87728 -12.69410
H -18.94247 9.87726 -14.55242
H -19.35148 9.53163 -12.85750
H -16.96358 8.60402 -13.94649
H -17.41475 8.61944 -12.30509
H -14.99164 11.86327 -13.67846
H -16.01013 11.09842 -14.96354
H -14.69096 10.13800 -14.27290
C -18.00476 11.46759 -18.02265
C -19.47260 11.03449 -17.69787
C -20.49632 12.12664 -17.39310
C -20.24681 12.94100 -16.07207
N -21.17698 14.27809 -15.83164
C -20.73175 14.97866 -14.46528
C -20.79267 16.53453 -14.65606
C -21.06921 16.65058 -16.16985
C -20.61871 15.37258 -16.77442
C -22.59669 14.03218 -16.06176
H -17.66578 11.92752 -17.09440
H -17.94344 12.17263 -18.85167
H -17.41237 10.57476 -18.22270
H -19.47163 10.20255 -16.99362
H -19.77418 10.51195 -18.60567
H -21.45948 11.63512 -17.25587
H -20.65694 12.78263 -18.24865
H -19.20679 13.17742 -15.84720
H -20.48033 12.20843 -15.29947
H -21.28666 14.58941 -13.61167
H -19.66367 14.76212 -14.48557
H -21.56753 17.11512 -14.15546
H -19.77236 16.82691 -14.40793
H -22.14754 16.77534 -16.26855
H -20.43473 17.46561 -16.51805
H -21.03838 15.09279 -17.74070
H -19.53984 15.21857 -16.75364
H -23.00248 13.29822 -15.36553
H -22.61896 13.64062 -17.07876
H -23.05763 15.01954 -16.03427
C -5.62718 18.72338 -9.62067
C -6.02287 17.84286 -10.86167
C -7.32077 18.17236 -11.50120
C -7.53683 17.43651 -12.84860
P -9.26115 17.61791 -13.58615
C -9.48735 16.14324 -14.74860
C -8.63144 15.96235 -16.02629
C -7.21232 15.45369 -15.74546
C -7.29545 13.89231 -15.34742
C -9.20146 19.11810 -14.77218
C -10.49630 19.21779 -15.68107
C -10.49912 20.27354 -16.76702
C -11.84187 20.25712 -17.50613
C -10.64696 17.65454 -12.40304
C -11.04605 19.06109 -11.84928
C -11.91376 19.02670 -10.55434
C -11.12890 18.43028 -9.40316
H -6.11179 18.41410 -8.69461
H -5.89436 19.73136 -9.93801
H -4.56097 18.82950 -9.42056
H -5.89204 16.77628 -10.67896
H -5.23330 18.02447 -11.59084
H -7.24135 19.24805 -11.65831
H -8.12955 17.97981 -10.79630
H -7.39698 16.36909 -12.67782
H -6.95018 17.78966 -13.69668
H -10.52690 15.89060 -14.95738
H -9.19751 15.29787 -14.12455
H -8.64832 16.90853 -16.56717
H -9.10564 15.24101 -16.69180
H -6.62863 16.04439 -15.03943
H -6.53879 15.48225 -16.60199
H -7.36784 13.70011 -14.27694
H -6.32172 13.47521 -15.60430
H -8.05301 13.25581 -15.80465
H -8.23181 19.15395 -15.26876
H -8.99747 19.98840 -14.14842
H -11.34981 19.35498 -15.01713
H -10.64795 18.28764 -16.22871
H -9.71132 19.98116 -17.46128
H -10.31817 21.23658 -16.28961
H -12.03200 19.47047 -18.23630
H -11.82762 21.14926 -18.13221
H -12.71939 20.35466 -16.86696
H -10.35205 17.01070 -11.57443
H -11.47752 17.09214 -12.82964
H -11.80004 19.41722 -12.55125
H -10.21035 19.75121 -11.73338
H -12.79938 18.41651 -10.73167
H -12.15235 20.02190 -10.17916
H -10.14278 18.88578 -9.31261
H -10.84963 17.38096 -9.49825
H -11.52997 18.64407 -8.41244
O -11.32042 13.57722 -12.91470
C -10.35162 13.49329 -12.01756
O -10.22116 12.44118 -11.49211
O -9.62433 14.49480 -11.78368
H -11.66557 12.71457 -12.67320
O -14.18821 16.55385 -8.97692
C -15.22955 17.28681 -8.89674
O -15.95042 17.43940 -9.92277
O -15.40966 17.98617 -7.93827
H -13.89915 16.71462 -8.07570
O -15.05988 15.23217 -15.27762
C -16.25957 14.79555 -14.82983
O -16.59711 14.56293 -13.62688
O -17.03280 14.62274 -15.79810
H -15.19012 15.11857 -16.22193
O -17.32066 15.07190 -18.97614
C -16.14104 15.50299 -19.15835
O -15.81659 16.16255 -20.19530
O -15.39071 15.28518 -18.19103
H -17.07355 14.85814 -18.07345
O -22.63218 16.66744 -11.06600
C -21.46856 16.11274 -11.06035
O -20.44551 16.63087 -11.50097
O -21.38370 15.04853 -10.31826
H -22.98726 16.01590 -10.45690